# 1
Below is a 2-piece molecular cluster, C3H7BN2O5S overall, with properties calculated with the ωB97M-V functional and the def2-TZVPD basis.

Structure (XYZ):
```
19
Properties=species:S:1:pos:R:3:lowdin_charge:R:1
S 0.6472 1.6294 -1.0311 0.73
O -1.7408 1.7298 0.7347 -0.01
O -0.2753 -1.7391 2.0165 0.06
O 1.2339 2.6545 -2.0314 -0.41
O 0.2021 0.3644 -1.8046 -0.39
O 1.0770 -1.5156 0.2917 0.01
N 0.1461 -2.0580 0.8986 -0.40
N -3.6350 0.4857 -0.8415 0.15
C -0.5318 -3.1993 0.2264 0.05
C 2.0582 1.2224 0.1891 -0.15
C -2.7061 1.2559 -0.3123 -0.12
B -0.6974 2.4603 -0.0177 -0.18
H -1.5831 -2.9316 0.1028 0.10
H 1.7260 1.5635 1.2825 0.10
H 3.0239 1.7979 -0.1391 0.09
H 2.2571 0.0655 0.2697 0.06
H -0.7246 3.6575 0.0409 0.09
H -0.0602 -3.3684 -0.7440 0.10
H -0.4175 -4.0749 0.8686 0.10
```

- ΔE to the lowest compared entry with this formula, charge and spin (kJ/mol) = 359.9
- SMILES = CS(=O)(=O)BOC#N.C[N+](=O)[O-]
- total energy (eV) = -27945.3760
- spin multiplicity = 1
- Kohn-Sham gap (eV) = 8.675
- net charge = 0


# 2
Below is a 2-piece molecular cluster, C3H6INO2 overall, with properties calculated with the ωB97M-V functional and the def2-TZVPD basis.

Structure (XYZ):
```
13
Properties=species:S:1:pos:R:3:lowdin_charge:R:1
I 3.0688 -0.2543 -0.2654 0.84
O 0.3787 -1.3189 1.1807 -0.10
O -0.5188 1.8972 0.3826 -0.06
N 0.7207 1.2665 0.5182 -0.12
C 1.1298 0.6108 -0.4693 -0.74
C -0.2803 -1.2113 -0.0082 -0.38
C -1.4529 -0.6566 -0.1710 0.00
H -0.6202 2.4345 -0.4029 0.09
H 0.8286 0.6942 -1.5751 0.10
H -1.7895 -0.4810 -1.0885 0.02
H 0.4570 -1.5808 -0.8780 0.14
H -1.9802 -0.4456 0.7662 0.09
H 0.0583 -0.9548 2.0108 0.11
```

- ΔE to the lowest compared entry with this formula, charge and spin (kJ/mol) = 480.1
- SMILES = O/N=C/I.C=CO
- total energy (eV) = -16889.2773
- spin multiplicity = 1
- Kohn-Sham gap (eV) = 9.160
- net charge = 0


# 3
Below is C33H36AsKN5O5Se2 as an isolated structure, with properties calculated with the ωB97M-V functional and the def2-TZVPD basis.

Structure (XYZ):
```
83
Properties=species:S:1:pos:R:3:lowdin_charge:R:1
Se 0.2021 1.9698 2.4215 0.94
Se 2.4692 -0.6546 3.7261 0.95
As 0.2474 -3.5426 0.0855 1.07
K -0.1938 -0.4654 0.3508 0.53
O -5.1146 1.4294 -1.4042 0.02
O -1.6191 -0.9773 -1.6086 -0.18
O 3.2155 2.5314 -6.1067 0.08
O -0.2203 -0.8841 2.8390 -0.36
O 4.7475 2.7688 -4.6184 0.06
N -0.2882 2.1331 -0.9150 0.11
N 2.1540 1.0213 -0.4814 0.10
N -3.3199 -0.1037 -0.2661 0.00
N -2.6660 -0.3491 0.9531 -0.04
N 3.5881 2.6048 -4.9532 -0.34
C 4.4289 0.6698 -1.0969 -0.03
C -1.1485 -1.5396 3.4330 -0.41
C -2.8674 -0.0673 -3.8646 -0.04
C 2.9627 1.7870 -2.6305 -0.07
C -2.7050 -0.3668 -1.4074 -0.53
C -5.0282 1.6440 -3.7331 -0.05
C 0.3089 2.6961 -3.1737 -0.13
C -3.0620 -3.1665 4.8227 -0.14
C 1.9512 1.6467 -1.6594 -0.13
C 1.7575 -3.6910 1.3294 -0.33
C -1.9237 3.0688 -2.4040 -0.02
C -3.3649 0.4901 -5.0317 -0.12
C 0.7040 1.6155 4.2642 -0.55
C 4.2331 1.2707 -2.3122 0.00
C -4.4522 1.3533 -4.9564 -0.12
C 0.6132 2.1717 -1.9117 -0.14
C -0.9538 -1.9990 4.7710 -0.05
C 4.3767 -0.5522 4.1213 -0.44
C -2.4138 -1.8946 2.8369 -0.14
C 1.2804 -2.8437 -1.4423 -0.32
C -3.2970 -2.7217 3.5345 -0.09
C 2.5908 2.3830 -3.8907 -0.08
C -2.9012 -1.4663 1.5153 -0.14
C -1.8715 -2.7774 5.4381 -0.13
C 3.3516 0.5589 -0.2079 -0.12
C 2.1266 1.1339 4.4505 -0.54
C -3.4155 0.2101 -2.6171 -0.09
C -1.0049 3.1442 -3.4118 0.01
C 1.1330 3.6721 2.2445 -0.41
C 1.3305 2.7787 -4.1656 0.07
C -4.5263 1.0829 -2.5546 -0.32
C 0.1851 -5.4149 -0.4922 -0.35
C -1.5072 2.5624 -1.1594 -0.09
H -4.8580 1.7991 -5.8572 0.09
H -1.6541 -3.1038 6.4504 0.09
H -4.2201 -3.0070 3.0378 0.10
H -2.9533 3.3636 -2.5471 0.11
H 5.0442 1.3531 -3.0184 0.10
H 2.0412 -2.6863 1.6470 -0.03
H -3.5836 -2.1666 1.0184 0.12
H 1.7560 -1.8938 -1.1869 -0.01
H -5.8766 2.3123 -3.6551 0.11
H 3.4596 0.0689 0.7549 0.09
H -1.2736 3.5226 -4.3905 0.12
H -2.0092 -0.7276 -3.8793 0.11
H 2.2098 3.5560 2.3629 0.01
H 2.8362 1.8161 3.9767 0.05
H 1.4339 -4.2305 2.2197 0.03
H -2.9142 0.2547 -5.9874 0.09
H -0.4732 -5.4970 -1.3571 0.01
H 4.8444 0.2643 3.5711 0.01
H 4.8275 -1.4943 3.8124 0.01
H 5.3966 0.2676 -0.8294 0.11
H -4.5894 0.9130 -0.6830 0.08
H 0.7580 4.4068 2.9563 0.01
H 0.5519 2.5314 4.8400 0.06
H 2.0600 -3.5581 -1.7133 0.02
H -0.2322 -6.0150 0.3166 0.01
H 1.1007 3.1888 -5.1397 0.13
H -0.0078 0.8655 4.6046 0.05
H 0.6055 -2.6733 -2.2799 0.02
H 0.9327 4.0217 1.2328 0.00
H -0.0098 -1.7366 5.2360 0.08
H 2.3643 1.0824 5.5163 0.06
H -2.2122 2.4824 -0.3382 0.12
H 1.1747 -5.7941 -0.7521 0.02
H 2.6131 -4.1974 0.8778 0.02
H -3.7807 -3.7935 5.3337 0.08
H 4.5442 -0.4159 5.1887 0.01
```

- total energy (eV) = -260349.6297
- spin multiplicity = 1
- Kohn-Sham gap (eV) = 5.123
- net charge = -1


no.,lowest unoccupied orbital energy (eV)
1,-1.92
2,0.06
3,1.01